{
  "formula": "C40H34F2N7O7Tc",
  "method": "the ωB97M-V functional and the def2-TZVPD basis",
  "elements": ["C", "H", "H", "Tc", "C", "H", "O", "H", "C", "H", "H", "H", "C", "C", "C", "C", "H", "H", "C", "H", "O", "C", "C", "H", "H", "C", "O", "C", "O", "H", "C", "N", "H", "N", "C", "C", "C", "H", "C", "C", "H", "H", "N", "F", "C", "C", "H", "C", "C", "C", "H", "C", "H", "C", "H", "H", "N", "F", "C", "C", "C", "O", "N", "C", "H", "C", "H", "C", "C", "N", "C", "O", "N", "H", "H", "H", "H", "C", "C", "C", "C", "H", "C", "O", "C", "H", "H", "C", "H", "H", "H"],
  "coordinates": [[0.37963, -3.91548, -0.07589], [-0.79126, 7.48580, -3.05434], [-1.53441, -8.27749, 4.19146], [1.61834, 1.39095, -0.51170], [-1.03777, 6.03165, 2.03268], [-1.03698, 4.46937, -3.73567], [2.62722, 3.00345, -0.99177], [-1.08965, -1.25021, 1.43127], [-1.22724, 5.83982, -0.71281], [-1.48130, -5.80202, 4.08012], [-5.19342, -6.83826, 2.69035], [-0.25191, 4.04378, 2.01691], [-4.13548, -6.90712, 2.44498], [1.43916, 1.17059, 2.50329], [3.04959, -0.94078, -1.70607], [2.32971, 1.19240, 1.42579], [1.18580, 0.98913, 4.62677], [1.91245, -4.98496, -3.50324], [5.15215, 2.64986, -1.54547], [-0.21716, -5.75008, -2.47591], [0.59327, 1.33782, -2.33235], [2.00670, -1.86981, -1.11907], [4.14541, 0.85064, 2.99231], [-1.83971, 8.00457, 1.81986], [-3.96250, -5.01316, 1.48663], [-1.62593, 7.03276, -0.07135], [3.85848, -1.39442, -2.48283], [1.69084, -5.55471, -1.37422], [0.12398, 2.59580, 0.15280], [0.54712, -7.34610, -2.01965], [-1.36015, -4.64255, 1.43144], [5.93989, 2.43206, -0.74036], [4.40768, 1.04196, 0.87930], [2.92271, 3.11143, -2.30664], [2.17794, -3.19207, -1.41689], [-2.19534, 6.46399, -4.31336], [3.69076, 1.02522, 1.69068], [5.20644, 0.73665, 3.17686], [-0.93950, 4.56081, -2.66528], [3.24846, 0.83154, 4.05055], [2.26091, -6.10953, -0.63869], [-1.34874, 8.89418, -1.07475], [-2.07436, -5.71748, 2.03972], [-0.95930, 6.16455, 3.36564], [-1.59886, -3.29795, 1.74881], [-0.90155, -2.28185, 1.16604], [2.99562, -3.46202, -2.07238], [1.89085, 0.99163, 3.80367], [0.68073, -6.28970, -2.20639], [-2.15939, 8.18705, -0.87331], [-2.90822, 8.72350, -0.29069], [-1.69428, 6.87762, -2.93986], [-2.59091, 7.35028, -4.80755], [4.60490, 3.10663, -3.91882], [-3.03579, 8.53213, -2.81498], [-3.86613, -8.57205, 3.68892], [4.97858, 3.22706, -4.99670], [-2.52663, -3.01327, 2.68870], [1.96540, -5.82135, -2.82045], [-0.45247, 3.46430, -1.99041], [-0.74941, 4.76148, 0.04608], [-0.65647, 2.20521, -3.95955], [1.39804, -4.19359, -0.97470], [-0.15908, 2.24680, -2.84917], [0.37714, 1.30780, 2.32586], [-0.64565, 4.86943, 1.44202], [-1.84364, -8.36650, 2.43700], [-1.39324, -6.37471, 3.14125], [-1.53151, 7.10800, 1.29703], [-3.45238, -7.64727, 3.56797], [-1.96802, -7.76463, 3.33529], [0.52134, -0.31705, -0.07985], [-1.30191, 5.70865, -2.09878], [2.73022, -6.54798, -3.05044], [-3.99778, -7.50502, 1.54621], [-3.68190, -4.95974, 3.22458], [-1.41096, 6.06257, -4.95197], [4.16808, 2.95331, -2.55603], [0.10711, -2.58117, 0.24533], [-0.37140, -4.93843, 0.51706], [-0.32376, 3.53688, -0.59883], [-0.19602, -5.97175, 0.25503], [-2.73359, 7.69349, -2.18850], [3.07247, 0.27751, -1.25376], [-3.48905, -5.54195, 2.31225], [-0.33184, -6.46815, 2.91923], [-3.61912, 7.07459, -2.01583], [0.89230, -1.49069, -0.32842], [3.60550, 0.70187, 5.06454], [-3.61070, -7.13560, 4.43992], [-2.99916, 5.73008, -4.23656]],
  "atomic_forces_ev_per_a": [[0.0438, 0.0073, 0.0021], [-0.0039, 0.0049, 0.0030], [-0.0055, 0.0096, 0.0085], [-0.2313, -0.0887, -0.0347], [-0.0041, 0.0069, -0.0037], [0.0004, 0.0008, -0.0008], [0.1332, -0.0302, -0.0229], [-0.0052, -0.0028, 0.0008], [0.0091, 0.0059, -0.0151], [0.0146, 0.0008, 0.0001], [0.0003, 0.0021, 0.0029], [0.0007, 0.0018, 0.0017], [-0.0066, 0.0139, -0.0052], [0.0079, 0.0107, 0.0071], [0.1710, -0.0077, 0.1878], [0.0202, 0.0727, 0.0096], [0.0008, 0.0003, 0.0006], [-0.0046, -0.0049, -0.0044], [-0.0397, 0.0380, 0.0367], [0.0012, 0.0035, 0.0001], [-0.0033, -0.0398, 0.0974], [-0.0532, 0.0104, -0.0490], [0.0064, -0.0009, -0.0062], [-0.0004, 0.0001, 0.0021], [-0.0020, 0.0011, -0.0008], [-0.0021, -0.0012, -0.0058], [-0.0332, 0.0033, -0.0471], [0.0031, -0.0004, 0.0062], [0.0101, 0.0056, -0.0267], [-0.0020, 0.0002, -0.0005], [0.0045, 0.0380, 0.0011], [0.0232, -0.0159, -0.0266], [-0.0054, 0.0016, 0.0042], [-0.0286, 0.0505, 0.0715], [-0.0342, -0.0046, -0.0370], [0.0061, 0.0003, 0.0087], [0.0034, 0.0124, 0.0021], [-0.0007, 0.0004, 0.0015], [-0.0062, -0.0148, 0.0072], [-0.0036, -0.0017, -0.0010], [-0.0214, -0.0070, 0.0097], [-0.0072, 0.0086, 0.0035], [0.0244, -0.0761, -0.0106], [0.0010, 0.0011, -0.0027], [0.0422, -0.0022, 0.0311], [-0.0187, 0.0082, 0.0009], [0.0042, -0.0011, 0.0099], [-0.0018, 0.0029, 0.0028], [0.0030, -0.0055, -0.0084], [0.0054, 0.0018, -0.0028], [-0.0042, -0.0058, 0.0000], [-0.0063, 0.0005, -0.0072], [0.0070, 0.0022, -0.0033], [-0.0116, -0.0311, 0.0053], [0.0061, 0.0010, -0.0026], [0.0014, -0.0010, -0.0093], [0.0023, 0.0170, -0.0036], [-0.0097, -0.0156, -0.0059], [0.0102, 0.0066, 0.0052], [-0.0126, 0.0011, -0.0176], [0.0033, -0.0031, -0.0006], [0.0054, 0.0018, 0.0066], [0.0069, 0.0143, 0.0093], [0.0144, 0.0135, -0.0404], [-0.0011, -0.0026, 0.0003], [-0.0027, -0.0127, 0.0045], [0.0020, -0.0114, 0.0091], [-0.0234, 0.0420, 0.0426], [0.0069, -0.0047, -0.0025], [0.0010, 0.0045, 0.0027], [0.0096, 0.0109, -0.0095], [0.1038, -0.0130, 0.0726], [0.0068, 0.0040, 0.0132], [0.0017, 0.0012, 0.0030], [-0.0008, -0.0046, 0.0035], [0.0024, 0.0032, 0.0003], [-0.0030, -0.0062, 0.0007], [0.0867, 0.0344, -0.0341], [-0.0086, -0.0095, 0.0040], [-0.0475, -0.0048, -0.0304], [-0.0020, 0.0077, 0.0369], [0.0000, 0.0000, 0.0031], [-0.0047, -0.0099, 0.0050], [-0.1093, -0.0181, -0.1604], [-0.0040, -0.0045, -0.0333], [-0.0013, -0.0085, -0.0125], [-0.0040, 0.0055, -0.0034], [-0.0253, -0.0136, -0.0646], [0.0000, -0.0016, -0.0001], [-0.0059, -0.0144, 0.0058], [-0.0053, 0.0053, -0.0013]],
  "mulliken_charge": [0.144, 0.140, 0.391, -0.371, 0.081, 0.649, -0.541, 0.557, -0.704, 0.259, 0.425, 0.675, -0.945, 0.298, 0.244, 1.045, 0.405, 0.352, 0.172, 0.248, -0.351, -0.100, -0.832, 0.525, 0.487, 1.146, -0.719, -0.286, -0.840, 0.321, -1.279, -0.477, 0.292, -0.311, -0.866, -1.869, -0.139, 0.427, -0.436, -0.421, 0.419, 0.338, 0.351, -0.352, 0.208, -0.594, 0.763, -0.898, -0.452, -1.066, 0.462, 0.548, 0.434, -0.145, 0.357, 0.348, -0.419, -0.347, -0.975, -0.041, 0.560, -0.742, 0.274, 0.180, 0.402, -1.223, 0.369, -0.499, -0.773, -0.153, -0.733, -0.834, 0.225, 0.259, 0.361, 0.438, 0.518, 1.066, 0.683, -1.057, 1.857, 0.627, -0.934, -0.177, -0.564, 0.475, 0.342, 2.147, 0.386, 0.401, 0.387],
  "energy_ev": -74421.7554,
  "spin_multiplicity": 4,
  "homo_energy_ha": [-0.361, -0.372],
  "homo_lumo_gap_ha": [0.236, 0.247],
  "lumo_energy_ev": [-3.404, -3.404],
  "relative_energy_kcal_mol": 17.8,
  "charge": 1
}